Density functional theory data (ωB97M-V/def2-TZVPD) for 2 unconnected molecules or ions with the total composition C3H9O at a distorted geometry.

Last column: Mulliken charge in e.
Element x y z (Å)
O (0.88, -0.55, 2.63)  -1.10
H (1.77, -0.30, 2.96)  0.11
C (0.02, -0.77, -0.09)  -1.01
C (-0.56, 0.60, -0.57)  -0.11
C (-0.50, 0.78, -2.07)  -1.10
H (-0.21, -0.78, 0.97)  0.26
H (1.05, -1.04, -0.20)  0.39
H (-0.50, -1.72, -0.47)  0.24
H (-0.09, 1.56, -0.16)  0.23
H (-1.62, 0.53, -0.36)  0.20
H (-1.00, 1.70, -2.45)  0.31
H (0.59, 0.92, -2.28)  0.26
H (-0.80, -0.12, -2.63)  0.30

Results
ΔE to the lowest compared entry with this formula, charge and spin: 16.7 kcal per mole
molar mass: 61.10 g/mol
charge: -1
HOMO: -2.13 eV
lowest unoccupied orbital energy: 4.0 eV
total energy: -194.88788 Eh


Density functional theory data (ωB97M-V/def2-TZVPD) for 6 unconnected molecules or ions with the total composition C47H49F5N3O at a distorted geometry.

Last column: Mulliken charge in e.
Element x y z (Å)
C (3.63, -3.97, 0.71)  -0.54
C (3.47, -2.37, 0.27)  0.32
C (3.92, -1.18, 1.30)  -0.79
C (3.80, 0.41, 0.83)  -0.68
C (3.23, 0.87, -0.66)  0.67
C (3.19, 2.47, -1.01)  0.49
C (4.28, 3.36, -0.11)  -1.25
C (1.73, 3.19, -0.80)  -0.84
C (2.72, -0.34, -1.71)  0.16
O (2.18, 0.13, -2.99)  -0.09
C (1.16, -0.77, -3.55)  -0.73
C (-0.30, -0.73, -2.82)  0.86
C (-1.55, -1.62, -3.36)  -0.84
C (-2.84, -1.33, -2.43)  0.26
N (-2.82, -0.46, -1.28)  0.69
C (-4.15, -0.36, -0.48)  -0.55
C (-4.12, -1.61, 0.62)  -0.37
N (-3.78, -1.10, 2.01)  -0.58
N (-1.86, 0.31, -0.75)  -0.71
C (-0.64, 0.17, -1.55)  -0.22
C (2.88, -1.89, -1.21)  -0.60
H (4.33, -4.48, -0.11)  0.30
H (4.21, -4.05, 1.72)  0.23
H (2.61, -4.55, 0.68)  -0.05
H (4.32, -1.43, 2.38)  0.67
H (4.15, 1.20, 1.64)  0.09
H (3.51, 2.61, -2.14)  0.21
H (5.31, 2.83, -0.23)  0.34
H (4.25, 4.47, -0.48)  0.39
H (3.94, 3.29, 1.03)  0.24
H (1.91, 4.34, -0.59)  0.38
H (1.16, 3.14, -1.84)  0.14
H (1.10, 2.74, 0.09)  0.22
H (1.53, -1.90, -3.65)  0.34
H (0.99, -0.42, -4.67)  0.40
H (-1.58, -2.32, -4.29)  0.37
H (-3.84, -1.89, -2.73)  0.33
H (-4.19, 0.68, 0.10)  0.21
H (-5.06, -0.40, -1.21)  0.30
H (-3.23, -2.33, 0.29)  0.24
H (-5.11, -2.23, 0.55)  0.36
H (-2.72, -0.98, 1.99)  0.29
H (-3.92, -1.94, 2.64)  0.24
H (0.26, 0.85, -1.17)  0.12
H (2.54, -2.78, -1.93)  0.03
F (-9.16, 3.59, 4.30)  -0.31
C (-8.29, 2.72, 3.76)  0.13
C (-8.43, 1.36, 4.03)  -0.41
C (-7.53, 0.45, 3.47)  -0.49
C (-6.50, 0.91, 2.66)  0.18
C (-6.36, 2.28, 2.39)  -0.41
C (-7.27, 3.18, 2.95)  -0.46
H (-9.23, 1.02, 4.68)  0.42
H (-7.63, -0.61, 3.67)  0.37
H (-5.79, 0.21, 2.22)  0.20
H (-5.56, 2.64, 1.76)  0.37
H (-7.19, 4.25, 2.75)  0.43
F (-3.08, -4.01, 2.53)  -0.28
C (-2.51, -5.07, 1.93)  0.23
C (-1.21, -4.97, 1.45)  -0.14
C (-0.62, -6.07, 0.83)  -0.28
C (-1.34, -7.26, 0.69)  -0.60
C (-2.64, -7.35, 1.18)  -0.39
C (-3.23, -6.25, 1.80)  -0.51
H (-0.67, -4.03, 1.56)  0.52
H (0.40, -6.00, 0.46)  0.25
H (-0.88, -8.11, 0.21)  0.38
H (-3.20, -8.27, 1.06)  0.37
H (-4.24, -6.31, 2.19)  0.41
F (-0.13, 2.77, -9.44)  -0.31
C (0.76, 2.35, -8.53)  0.32
C (0.42, 2.36, -7.18)  -0.59
C (1.35, 1.91, -6.24)  -0.27
C (2.61, 1.47, -6.65)  -0.55
C (2.94, 1.47, -8.01)  -0.40
C (2.01, 1.91, -8.95)  -0.40
H (-0.56, 2.71, -6.88)  0.41
H (1.09, 1.91, -5.18)  0.53
H (3.33, 1.13, -5.92)  0.45
H (3.92, 1.13, -8.33)  0.38
H (2.25, 1.90, -10.01)  0.41
F (5.85, -3.41, 2.80)  -0.18
C (6.90, -2.70, 3.24)  0.25
C (7.04, -1.37, 2.85)  -0.05
C (8.13, -0.63, 3.32)  -0.53
C (9.07, -1.23, 4.16)  -0.48
C (8.93, -2.57, 4.54)  -0.46
C (7.83, -3.30, 4.08)  -0.51
H (6.30, -0.93, 2.20)  0.42
H (8.24, 0.41, 3.02)  0.36
H (9.92, -0.66, 4.51)  0.37
H (9.66, -3.03, 5.19)  0.36
H (7.70, -4.34, 4.38)  0.41
F (-0.22, 5.14, 2.57)  -0.32
C (-1.52, 5.27, 2.26)  0.30
C (-1.88, 5.69, 0.98)  -0.39
C (-3.23, 5.82, 0.66)  -0.45
C (-4.20, 5.54, 1.63)  -0.46
C (-3.83, 5.12, 2.90)  -0.29
C (-2.48, 4.98, 3.22)  -0.43
H (-1.11, 5.91, 0.25)  0.43
H (-3.53, 6.14, -0.33)  0.39
H (-5.26, 5.65, 1.38)  0.38
H (-4.59, 4.91, 3.65)  0.40
H (-2.17, 4.65, 4.21)  0.43

Results
molar mass: 766.92 g/mol
charge: +1
HOMO: -10.46 eV
lowest unoccupied orbital energy: -4.8 eV
total energy: -2558.34155 Eh


Density functional theory data (ωB97M-V/def2-TZVPD) for a gas-phase ion, C5H16N5P (charge +2) at a distorted geometry.

Last column: Mulliken charge in e.
Element x y z (Å)
C (1.20, -1.36, -0.87)  -0.67
C (-0.19, -1.27, -1.43)  -0.79
C (1.08, -0.91, 0.55)  -0.46
C (-0.68, 0.17, -1.32)  -0.14
C (0.60, 0.52, 0.72)  -0.45
N (-2.53, 1.37, -1.41)  -0.30
N (-2.15, 0.20, -1.64)  0.09
N (-0.80, 0.67, 0.07)  0.29
N (2.43, -0.89, 1.20)  -0.17
N (-1.63, 1.74, 0.30)  -0.62
P (0.44, 1.00, 2.45)  -0.02
H (1.55, -2.47, -0.94)  0.42
H (1.83, -0.66, -1.49)  0.33
H (-0.22, -1.81, -2.49)  0.30
H (-0.85, -1.86, -0.71)  0.39
H (0.47, -1.60, 1.01)  0.35
H (-0.14, 0.72, -2.10)  0.30
H (1.30, 1.22, 0.14)  0.54
H (-3.49, 1.55, -1.28)  0.28
H (3.09, -0.28, 0.67)  0.42
H (2.89, -1.83, 1.25)  0.42
H (2.36, -0.41, 2.14)  0.32
H (-2.54, -0.66, -1.12)  0.41
H (-1.38, 2.68, 0.12)  0.25
H (-1.92, 1.58, 1.25)  0.32
H (-0.80, 0.39, 2.69)  0.10
H (0.08, 2.21, 2.22)  0.09

Results
molar mass: 177.19 g/mol
charge: +2
HOMO: -17.26 eV
lowest unoccupied orbital energy: -7.6 eV
total energy: -814.46091 Eh


Density functional theory data (ωB97M-V/def2-TZVPD) for CH3NS2 in the gas phase at a distorted geometry.

Last column: Mulliken charge in e.
Element x y z (Å)
C (-1.48, 0.52, 0.06)  -0.13
N (1.43, -0.26, -0.01)  -0.51
S (-3.04, 0.35, 0.01)  -0.17
S (0.00, -1.14, -0.15)  -0.04
H (-0.86, 1.39, 0.15)  0.33
H (1.97, -0.55, 0.79)  0.26
H (1.98, -0.30, -0.86)  0.26

Results
ΔE to the lowest compared entry with this formula, charge and spin: 46.0 kcal per mole
molar mass: 93.18 g/mol
HOMO: -8.34 eV
lowest unoccupied orbital energy: -0.3 eV
total energy: -890.95502 Eh


Density functional theory data (ωB97M-V/def2-TZVPD) for 4 unconnected molecules or ions with the total composition C21H38BClN3O9 at a distorted geometry.

Last column: Mulliken charge in e.
Element x y z (Å)
O (3.72, -1.51, 2.70)  -0.54
B (3.15, -0.51, 1.99)  0.66
O (3.22, 0.77, 2.48)  -0.51
C (2.34, -0.74, 0.63)  0.11
C (0.95, -0.70, 0.59)  0.37
C (0.38, -0.88, -0.67)  0.35
C (-1.13, -0.85, -0.75)  -0.06
C (-1.78, 0.36, -0.60)  -0.26
C (-3.17, 0.29, -0.73)  -0.64
C (-3.71, -0.96, -0.99)  -0.40
N (-3.09, -2.12, -1.10)  -0.60
C (-1.77, -2.06, -0.98)  -0.32
N (1.06, -1.10, -1.78)  0.70
Cl (0.31, -1.30, -3.29)  0.10
N (2.37, -1.15, -1.79)  -1.04
C (2.94, -0.96, -0.63)  -0.05
O (4.30, -0.98, -0.64)  -0.49
H (3.36, -1.42, 3.60)  0.30
H (2.40, 1.24, 2.30)  0.34
H (0.36, -0.55, 1.49)  0.66
H (-1.26, 1.29, -0.42)  0.51
H (-3.78, 1.18, -0.64)  0.50
H (-4.80, -0.98, -1.13)  0.44
H (-1.18, -2.97, -1.08)  0.47
H (4.62, -0.10, -0.90)  0.33
C (6.30, 0.52, -3.39)  -0.87
O (5.95, 1.66, -2.62)  -0.22
C (6.89, 2.73, -2.74)  -0.60
C (6.42, 3.79, -3.72)  -0.49
O (6.34, 3.28, -5.04)  -0.38
C (5.03, 2.92, -5.43)  -0.67
H (5.41, -0.10, -3.48)  0.21
H (6.64, 0.79, -4.39)  0.47
H (7.08, -0.04, -2.88)  0.31
H (7.87, 2.34, -3.02)  0.36
H (6.98, 3.19, -1.75)  0.36
H (7.15, 4.60, -3.73)  0.37
H (5.46, 4.20, -3.41)  0.32
H (4.46, 3.82, -5.69)  0.33
H (4.51, 2.37, -4.64)  0.23
H (5.10, 2.28, -6.31)  0.25
C (-8.13, 4.92, 0.45)  -0.69
O (-8.34, 3.94, 1.45)  -0.38
C (-8.37, 2.62, 0.93)  -0.57
C (-7.04, 1.91, 1.14)  -0.46
O (-5.99, 2.52, 0.39)  -0.31
C (-5.20, 3.39, 1.18)  -0.90
H (-7.83, 5.85, 0.94)  0.25
H (-7.34, 4.63, -0.25)  0.28
H (-9.05, 5.11, -0.10)  0.32
H (-8.65, 2.62, -0.13)  0.34
H (-9.14, 2.08, 1.48)  0.38
H (-7.14, 0.88, 0.77)  0.35
H (-6.79, 1.87, 2.20)  0.36
H (-4.50, 2.80, 1.79)  0.31
H (-5.80, 4.02, 1.84)  0.49
H (-4.63, 4.03, 0.51)  0.25
C (1.81, -4.15, 1.89)  -0.76
O (1.13, -3.41, 2.89)  -0.30
C (-0.29, -3.48, 2.75)  -0.11
C (-0.90, -4.50, 3.69)  -0.86
O (-0.48, -5.82, 3.38)  -0.39
C (0.58, -6.29, 4.21)  -0.67
H (2.84, -4.29, 2.21)  0.22
H (1.36, -5.12, 1.72)  0.52
H (1.82, -3.58, 0.95)  0.18
H (-0.56, -3.70, 1.71)  0.25
H (-0.68, -2.49, 3.01)  0.32
H (-1.98, -4.48, 3.58)  0.42
H (-0.66, -4.26, 4.73)  0.37
H (0.18, -6.60, 5.18)  0.33
H (1.35, -5.53, 4.36)  0.27
H (1.03, -7.15, 3.72)  0.24

Results
molar mass: 522.81 g/mol
charge: +1
HOMO: -11.10 eV
lowest unoccupied orbital energy: -5.0 eV
total energy: -2149.09232 Eh


Density functional theory data (ωB97M-V/def2-TZVPD) for 2 unconnected molecules or ions with the total composition C4H8N4O4 at a distorted geometry.

Last column: Mulliken charge in e.
Element x y z (Å)
C (1.94, -0.66, -0.26)  -0.18
C (0.88, -0.98, 0.21)  -0.23
C (1.40, 2.29, -1.66)  -0.66
C (-3.33, -2.76, 0.17)  -0.53
N (2.45, 1.91, 0.42)  0.01
N (-1.19, -1.76, 0.11)  -0.66
N (2.43, 1.77, 1.56)  -0.13
N (-0.48, -0.77, 0.45)  1.18
O (1.41, 1.48, 2.38)  -0.27
O (-0.81, 0.24, 1.09)  -0.71
O (1.15, 1.92, -0.31)  -0.20
O (-2.52, -1.59, 0.30)  -0.13
H (2.84, -0.68, -0.73)  0.45
H (0.50, 1.38, 1.79)  0.44
H (1.09, 3.42, -1.80)  0.19
H (0.75, 1.66, -2.16)  0.29
H (2.40, 2.23, -2.00)  0.34
H (-2.80, -3.62, 0.18)  0.33
H (-3.97, -2.80, -0.74)  0.25
H (-4.14, -2.69, 1.00)  0.21

Results
ΔE to the lowest compared entry with this formula, charge and spin: 217.7 kcal per mole
molar mass: 176.13 g/mol
HOMO: -9.55 eV
lowest unoccupied orbital energy: -0.2 eV
total energy: -676.77096 Eh


Density functional theory data (ωB97M-V/def2-TZVPD) for 9 unconnected molecules or ions with the total composition C16H55N3O16S5 at a distorted geometry.

Last column: Mulliken charge in e.
Element x y z (Å)
N (1.42, 6.65, 1.90)  -0.57
H (1.68, 7.12, 2.76)  0.39
H (0.42, 6.74, 1.76)  0.34
H (1.62, 5.67, 1.81)  0.37
H (1.90, 7.12, 1.15)  0.40
N (5.12, 2.40, 4.73)  -0.54
H (6.09, 2.34, 4.45)  0.38
H (4.47, 2.00, 4.06)  0.37
H (4.86, 3.32, 5.05)  0.38
H (4.87, 1.77, 5.48)  0.39
N (6.50, 3.33, -0.61)  -0.66
H (6.61, 3.04, -1.57)  0.37
H (7.26, 3.29, 0.05)  0.39
H (5.77, 2.68, -0.35)  0.40
H (6.08, 4.24, -0.46)  0.40
C (0.86, 1.66, -0.57)  -0.51
O (1.70, 2.08, 0.51)  -0.82
H (-0.17, 1.38, -0.34)  0.21
H (0.84, 2.47, -1.30)  0.12
H (1.25, 0.82, -1.14)  0.20
O (-0.06, 6.23, -7.47)  -0.59
S (-0.12, 5.75, -6.11)  1.13
O (-1.33, 5.76, -5.27)  -0.56
O (0.46, 4.19, -6.15)  -0.27
C (1.33, 3.72, -7.09)  -0.24
C (0.94, 2.21, -7.29)  -1.19
C (1.27, 6.57, -5.28)  -0.85
H (2.36, 3.97, -6.84)  0.32
H (1.25, 4.13, -8.10)  0.33
H (-0.05, 2.07, -7.73)  0.31
H (1.10, 1.67, -6.35)  0.31
H (1.66, 1.75, -7.96)  0.39
H (1.21, 6.34, -4.21)  0.29
H (1.34, 7.65, -5.43)  0.35
H (2.17, 6.12, -5.70)  0.27
O (5.85, -2.96, 3.26)  -0.61
S (6.96, -3.82, 2.85)  1.13
O (7.62, -4.79, 3.73)  -0.59
O (6.61, -4.57, 1.48)  -0.25
C (5.47, -5.53, 1.34)  -0.30
C (4.45, -4.98, 0.48)  -0.99
C (8.27, -2.74, 2.19)  -0.92
H (5.18, -5.83, 2.35)  0.36
H (5.99, -6.42, 0.98)  0.29
H (4.74, -4.69, -0.53)  0.31
H (4.22, -3.98, 0.85)  0.25
H (3.58, -5.63, 0.37)  0.34
H (8.65, -2.10, 2.99)  0.35
H (7.69, -2.02, 1.61)  0.29
H (9.03, -3.19, 1.56)  0.33
O (-0.03, -5.40, 5.61)  -0.60
S (-1.27, -4.83, 5.03)  1.12
O (-1.55, -5.16, 3.61)  -0.60
O (-2.56, -5.27, 5.83)  -0.23
C (-2.55, -5.15, 7.24)  -0.16
C (-3.57, -6.18, 7.75)  -1.35
C (-1.44, -2.98, 5.21)  -0.89
H (-2.95, -4.20, 7.57)  0.27
H (-1.58, -5.24, 7.71)  0.41
H (-3.38, -7.22, 7.47)  0.35
H (-4.61, -5.95, 7.50)  0.31
H (-3.57, -6.34, 8.83)  0.40
H (-1.56, -2.72, 6.26)  0.32
H (-2.32, -2.64, 4.68)  0.32
H (-0.56, -2.49, 4.80)  0.34
O (-4.24, -5.94, -6.05)  -0.59
S (-4.46, -6.68, -4.75)  1.18
O (-4.69, -8.14, -4.69)  -0.58
O (-3.12, -6.39, -3.79)  -0.34
C (-2.71, -5.07, -3.64)  -0.24
C (-1.52, -4.60, -4.54)  -1.17
C (-5.73, -5.85, -3.67)  -0.92
H (-2.36, -4.85, -2.63)  0.38
H (-3.42, -4.30, -3.93)  0.26
H (-1.81, -4.67, -5.59)  0.31
H (-0.70, -5.29, -4.40)  0.31
H (-1.12, -3.62, -4.27)  0.34
H (-5.94, -4.86, -4.07)  0.35
H (-5.41, -5.71, -2.64)  0.32
H (-6.65, -6.41, -3.85)  0.38
O (-5.04, 3.45, 1.89)  -0.59
S (-5.09, 4.90, 1.81)  1.14
O (-3.95, 5.77, 1.49)  -0.62
O (-6.17, 5.32, 0.66)  -0.23
C (-5.94, 4.83, -0.57)  -0.30
C (-6.95, 5.63, -1.50)  -1.16
C (-5.84, 5.62, 3.37)  -0.88
H (-6.22, 3.78, -0.56)  0.29
H (-4.88, 4.97, -0.80)  0.38
H (-7.06, 6.71, -1.36)  0.34
H (-7.91, 5.13, -1.42)  0.30
H (-6.50, 5.77, -2.48)  0.36
H (-5.22, 5.40, 4.23)  0.34
H (-6.84, 5.22, 3.55)  0.33
H (-6.03, 6.68, 3.20)  0.32

Results
ΔE to the lowest compared entry with this formula, charge and spin: 147.0 kcal per mole
molar mass: 705.96 g/mol
charge: +2
HOMO: -10.31 eV
lowest unoccupied orbital energy: -7.1 eV
total energy: -4000.64239 Eh


Density functional theory data (ωB97M-V/def2-TZVPD) for a molecular structure, C2H4ClOP at a distorted geometry.

Last column: Mulliken charge in e.
Element x y z (Å)
C (-1.68, -0.34, -0.05)  -0.23
C (-0.21, -0.42, -0.12)  -0.23
O (-1.64, 1.14, 0.07)  -0.37
P (0.00, 1.17, 0.33)  0.06
Cl (3.82, -0.18, 0.24)  -0.27
H (-2.35, -0.50, -0.90)  0.24
H (-2.01, -0.83, 0.84)  0.19
H (0.47, -1.21, -0.40)  0.35
H (3.61, 1.18, -0.02)  0.26

Results
ΔE to the lowest compared entry with this formula, charge and spin: 55.0 kcal per mole
molar mass: 110.48 g/mol
HOMO: -8.90 eV
lowest unoccupied orbital energy: 0.4 eV
total energy: -955.31839 Eh


Copy entry 8 word for word.
Density functional theory data (ωB97M-V/def2-TZVPD) for a molecular structure, C2H4ClOP at a distorted geometry.

Last column: Mulliken charge in e.
Element x y z (Å)
C (-1.68, -0.34, -0.05)  -0.23
C (-0.21, -0.42, -0.12)  -0.23
O (-1.64, 1.14, 0.07)  -0.37
P (0.00, 1.17, 0.33)  0.06
Cl (3.82, -0.18, 0.24)  -0.27
H (-2.35, -0.50, -0.90)  0.24
H (-2.01, -0.83, 0.84)  0.19
H (0.47, -1.21, -0.40)  0.35
H (3.61, 1.18, -0.02)  0.26

Results
ΔE to the lowest compared entry with this formula, charge and spin: 55.0 kcal per mole
molar mass: 110.48 g/mol
HOMO: -8.90 eV
lowest unoccupied orbital energy: 0.4 eV
total energy: -955.31839 Eh


Copy entry 3 word for word.
Density functional theory data (ωB97M-V/def2-TZVPD) for a gas-phase ion, C5H16N5P (charge +2) at a distorted geometry.

Last column: Mulliken charge in e.
Element x y z (Å)
C (1.20, -1.36, -0.87)  -0.67
C (-0.19, -1.27, -1.43)  -0.79
C (1.08, -0.91, 0.55)  -0.46
C (-0.68, 0.17, -1.32)  -0.14
C (0.60, 0.52, 0.72)  -0.45
N (-2.53, 1.37, -1.41)  -0.30
N (-2.15, 0.20, -1.64)  0.09
N (-0.80, 0.67, 0.07)  0.29
N (2.43, -0.89, 1.20)  -0.17
N (-1.63, 1.74, 0.30)  -0.62
P (0.44, 1.00, 2.45)  -0.02
H (1.55, -2.47, -0.94)  0.42
H (1.83, -0.66, -1.49)  0.33
H (-0.22, -1.81, -2.49)  0.30
H (-0.85, -1.86, -0.71)  0.39
H (0.47, -1.60, 1.01)  0.35
H (-0.14, 0.72, -2.10)  0.30
H (1.30, 1.22, 0.14)  0.54
H (-3.49, 1.55, -1.28)  0.28
H (3.09, -0.28, 0.67)  0.42
H (2.89, -1.83, 1.25)  0.42
H (2.36, -0.41, 2.14)  0.32
H (-2.54, -0.66, -1.12)  0.41
H (-1.38, 2.68, 0.12)  0.25
H (-1.92, 1.58, 1.25)  0.32
H (-0.80, 0.39, 2.69)  0.10
H (0.08, 2.21, 2.22)  0.09

Results
molar mass: 177.19 g/mol
charge: +2
HOMO: -17.26 eV
lowest unoccupied orbital energy: -7.6 eV
total energy: -814.46091 Eh


> Which of these has the highest lowest unoccupied orbital energy?

C3H9O